[1]
Entry from the Open Molecules 2025 dataset: one molecule with the formula C8H16N4O at a distorted geometry (ωB97M-V/def2-TZVPD).

```
! wB97M-V def2-TZVPD RIJCOSX def2/J DEFGRID3
* xyz 0 1
O 0.30597 2.86116 -0.30371
N 0.79172 -0.80966 -0.88246
N 1.87884 1.81904 -1.70704
N -0.23758 -1.39272 -1.57497
N -0.10488 0.71986 -4.43542
C -0.73255 0.31211 0.67055
C 0.95682 0.52740 2.52673
C -0.23342 -0.26957 2.00751
C -0.93589 -2.38107 -0.79906
C 0.82010 1.67535 -0.82902
C 0.39422 0.53067 -0.34597
C -0.43104 0.13246 -3.50924
C -1.16461 -0.54744 -2.28889
H -1.49649 -0.25721 0.28755
H 1.64385 -0.11325 3.12845
H 0.98593 3.64297 -0.53753
H -0.79514 -2.19487 0.19119
H 1.62061 0.96315 1.70598
H -1.16925 1.26043 1.05918
H -1.85686 0.21278 -1.82619
H -0.05844 -1.25151 1.90497
H 2.53933 1.05562 -1.92932
H 1.49898 2.15033 -2.56701
H 1.63592 -0.64977 -1.36648
H -1.95559 -2.48324 -1.18721
H -0.99642 -0.27458 2.82212
H 0.68966 1.29647 3.30614
H -1.83530 -1.17579 -2.84369
H -0.50774 -3.38721 -0.96915
*
```

- Frontier orbital gap: 8.9 eV
- E_LUMO: 0.68 eV
- Relative energy (zero: lowest compared OMol25 entry of this formula, charge and spin): 328.4 kJ/mol
- SMILES: CCC/C(NN(C)CC#N)=C(/N)O
- F_max: 0.0838 hartree/bohr
- HOMO level: -8.2 eV

[2]
Entry from the Open Molecules 2025 dataset: an isolated ion of composition C8H16NO5 and charge -1 (ωB97M-V/def2-TZVPD).

```
! wB97M-V def2-TZVPD RIJCOSX def2/J DEFGRID3
* xyz -1 1
O -3.59787 1.64711 1.53549
O -1.36452 1.75939 1.91281
O -3.51515 -0.97087 0.40285
O 0.02768 1.62264 -0.87594
O 2.82589 -0.33847 -0.16404
N -0.70760 0.49700 -0.36034
C 3.89975 -0.55060 0.71937
C -2.38920 1.50883 1.25049
C 1.30112 1.17874 -1.25440
C 2.23386 0.94653 -0.06300
C 4.80775 -1.64843 0.16716
C -3.05406 -0.16276 -0.66109
C -2.09971 0.93234 -0.19130
C -4.75678 -1.58173 0.21271
H 1.69939 1.97090 -1.89463
H -3.89754 0.28691 -1.19935
H -5.22099 -1.28395 -0.73535
H 1.65401 1.04321 0.86326
H -2.22133 1.78134 -0.87070
H 4.34526 -2.06665 -0.72803
H 3.51603 -0.83117 1.70991
H 4.94954 -2.45887 0.88316
H 1.23692 0.24790 -1.82961
H 4.45681 0.38689 0.85361
H 3.03590 1.69764 -0.03588
H -2.50149 -0.79537 -1.37068
H -5.43227 -1.29713 1.02647
H -0.36997 0.41781 0.60076
H -4.65176 -2.67442 0.20761
H 5.79032 -1.26476 -0.11128
*
```

- Frontier orbital gap: 7.2 eV
- E_LUMO: 3.07 eV
- SMILES: CCOCCON[C@@H](COC)C(=O)[O-]
- F_max: 0.0135 hartree/bohr
- HOMO level: -4.1 eV

[3]
Entry from the Open Molecules 2025 dataset: a 2-piece molecular cluster, C8H16NP overall at a distorted geometry (ωB97M-V/def2-TZVPD).

```
! wB97M-V def2-TZVPD RIJCOSX def2/J DEFGRID3
* xyz 0 1
P -0.93993 -0.58613 1.44013
N 1.43379 -0.00862 -1.06517
C -3.61132 -1.47684 0.84581
C 2.60778 -0.18499 -0.71935
C 0.70479 -0.98376 -1.79755
C 3.38647 0.84431 0.02351
C -1.98270 2.04181 1.79652
C -1.41313 0.86363 2.64719
C 1.22488 -1.21215 -3.18708
C -2.44320 -1.23690 1.34117
H 3.07962 -1.18914 -0.99688
H -2.38303 2.75958 2.42473
H -0.37901 -0.74365 -1.91339
H -4.02475 -0.76313 0.09067
H -4.43817 -1.92317 1.42808
H 3.99840 0.26077 0.79466
H 4.06083 1.23907 -0.66450
H -1.03880 2.40329 1.28108
H 2.82636 1.66866 0.49938
H 1.33904 -0.31944 -3.66424
H 2.21101 -1.60788 -2.97454
H -2.78132 1.87323 1.02602
H 0.53849 -1.70267 -3.88254
H 0.70692 -1.98569 -1.37096
H -0.49732 1.15991 3.17552
H -2.18568 0.80993 3.42171
*
```

- Frontier orbital gap: 9.1 eV
- E_LUMO: 0.43 eV
- Relative energy (zero: lowest compared OMol25 entry of this formula, charge and spin): 264.3 kJ/mol
- SMILES: C/C=N/CC.C=C=PCC
- F_max: 0.0692 hartree/bohr
- HOMO level: -8.7 eV

[4]
Entry from the Open Molecules 2025 dataset: a 2-piece molecular cluster, C8H16O overall at a distorted geometry (ωB97M-V/def2-TZVPD).

```
! wB97M-V def2-TZVPD RIJCOSX def2/J DEFGRID3
* xyz 0 1
O 0.01923 -3.69426 -0.67597
C 2.98621 0.38759 0.77671
C -0.91629 0.03534 1.20109
C -1.26321 -0.22088 -0.25145
C -0.79847 0.76226 -1.26749
C -2.19719 -1.12174 -0.55258
C 0.52673 0.44447 1.38991
C -0.94175 2.23624 -0.92714
C 1.61413 -0.17647 0.95836
H 2.89345 1.25741 0.10525
H -2.63202 -1.80788 0.16446
H 0.69433 1.40228 1.88353
H 1.47761 -1.15342 0.50460
H 0.96822 -3.54166 -0.60362
H -1.18084 0.52432 -2.27536
H -1.83393 2.38905 -0.30819
H -1.20677 -0.77230 1.86695
H 3.67040 -0.23262 0.20323
H -0.09611 2.55269 -0.32287
H -1.10330 2.90229 -1.77167
H -2.54009 -1.32215 -1.55945
H 3.50360 0.79111 1.64392
H -0.35538 -3.07209 -0.03975
H 0.22420 0.54621 -1.64162
H -1.51278 0.88422 1.49914
*
```

- Frontier orbital gap: 10.1 eV
- E_LUMO: 0.85 eV
- Relative energy (zero: lowest compared OMol25 entry of this formula, charge and spin): 166.8 kJ/mol
- SMILES: C=C(CC)C/C=C/C.O
- F_max: 0.0550 hartree/bohr
- HOMO level: -9.3 eV

[5]
Entry from the Open Molecules 2025 dataset: one molecule with the formula C8H16O4S (ωB97M-V/def2-TZVPD).

```
! wB97M-V def2-TZVPD RIJCOSX def2/J DEFGRID3
* xyz 0 1
S -2.63539 0.79124 0.07435
O -0.57270 -1.38830 -0.67522
O 0.31632 2.02628 0.05717
O -3.59653 -0.18257 -0.36344
O -3.15766 1.98058 0.68552
C 2.72088 1.55330 0.33290
C 0.76764 -3.21936 0.29442
C -0.60423 -2.69205 -0.12092
C 1.63093 2.48447 -0.19153
C -0.11600 0.92275 -0.70535
C -1.49088 1.20670 -1.28870
C -1.40016 0.00458 1.16555
C -0.27585 -0.32588 0.19934
H 1.68245 3.44526 0.32562
H -1.72253 0.55015 -2.11919
H 3.69280 2.01698 0.18855
H -1.62082 2.25334 -1.53917
H 1.15120 -2.69114 1.16431
H -1.29930 -2.74057 0.72582
H 2.57464 1.36845 1.39412
H 0.59975 0.69271 -1.50474
H -1.00823 -3.30496 -0.92946
H 2.71020 0.60264 -0.19577
H -1.09038 0.74205 1.89751
H 0.66265 -0.51043 0.74211
H 1.47337 -3.10700 -0.52501
H 0.68569 -4.27307 0.54472
H 1.77264 2.65611 -1.26803
H -1.85052 -0.86226 1.63453
*
```

- Frontier orbital gap: 10.7 eV
- E_LUMO: 0.68 eV
- Relative energy (zero: lowest compared OMol25 entry of this formula, charge and spin): 2.0 kJ/mol
- SMILES: CCO[C@@H]1CS(=O)(=O)C[C@H]1OCC
- F_max: 0.0163 hartree/bohr
- HOMO level: -10.1 eV

[6]
Entry from the Open Molecules 2025 dataset: C8H16O8S2 as an isolated structure (ωB97M-V/def2-TZVPD).

```
! wB97M-V def2-TZVPD RIJCOSX def2/J DEFGRID3
* xyz 0 1
S -2.78084 -2.15062 -1.83362
S 1.39970 0.46819 1.45895
O -3.46764 -2.66499 -0.70859
O -2.32892 1.05722 -1.08234
O 0.09183 0.05916 -1.77608
O 1.91557 -0.76173 0.91312
O -1.34671 -1.67023 -1.40346
O -2.70313 -2.88515 -3.05129
O 1.49854 1.69519 0.70866
O -3.34585 -0.69416 -2.19169
C -2.30051 0.28682 -2.22784
C -0.26141 0.30571 3.53465
C 2.41269 -0.51654 -2.27304
C 2.10024 0.73579 3.08698
C -0.99865 -0.54408 -2.27645
C 0.91738 1.20747 3.92643
C 1.19711 0.29143 -2.67065
C -0.29890 0.24146 2.00360
H -0.10825 -0.69473 3.94364
H 3.26462 -0.19679 -2.87835
H -2.42600 0.87399 -3.14023
H -0.87749 1.05250 1.56523
H -0.64841 -0.71078 1.61228
H 0.68752 2.24837 3.68898
H 2.90926 1.45672 2.99740
H -1.20462 0.68076 3.92892
H 2.24914 -1.57971 -2.46447
H 1.39481 1.36378 -2.64133
H 1.13821 1.14792 4.99125
H -0.87364 -0.94408 -3.28918
H 2.48493 -0.22363 3.43159
H -3.22209 1.41955 -0.97491
H 2.63817 -0.39022 -1.21599
H 0.89335 0.03542 -3.69218
*
```

- Frontier orbital gap: 10.9 eV
- E_LUMO: 0.48 eV
- Relative energy (zero: lowest compared OMol25 entry of this formula, charge and spin): 0.0 kJ/mol
- F_max: 0.0058 hartree/bohr
- HOMO level: -10.4 eV

[7]
Entry from the Open Molecules 2025 dataset: a 2-piece molecular cluster, C8H16OS overall at a distorted geometry (ωB97M-V/def2-TZVPD).

```
! wB97M-V def2-TZVPD RIJCOSX def2/J DEFGRID3
* xyz 0 1
S 0.33241 -1.43897 -0.52914
O 1.24135 -0.28892 -1.32114
C -1.42021 -1.05709 -1.09329
C 3.90916 0.48659 1.03168
C -1.59411 0.45641 -1.00464
C 0.68129 1.73773 2.13369
C 2.19067 1.83440 2.43715
C 3.07193 1.18580 1.76208
C -2.37911 -1.68259 -0.08473
C -1.60080 -1.67751 -2.48775
H 0.02312 1.91257 2.96679
H -3.31049 -1.40251 -0.49664
H -0.72861 -1.42142 -3.00564
H -1.66271 -2.67921 -2.45031
H -0.99578 0.83648 -1.78440
H -1.29360 0.75678 -0.00607
H -2.52352 -1.35147 -2.98333
H 0.43235 2.50881 1.27812
H 4.12035 -0.46245 1.26907
H 2.50479 2.42913 3.32044
H -2.23355 -2.61071 0.14547
H 1.28582 0.49654 -0.88096
H -2.61227 0.90993 -1.18880
H 0.40358 0.76568 1.91041
H -2.27170 -1.05820 0.84829
H 4.42963 0.81421 0.21362
*
```

- Frontier orbital gap: 9.5 eV
- E_LUMO: 0.79 eV
- Relative energy (zero: lowest compared OMol25 entry of this formula, charge and spin): 393.6 kJ/mol
- SMILES: CC(C)(C)SO.C=C=CC
- F_max: 0.1336 hartree/bohr
- HOMO level: -8.7 eV

[8]
Entry from the Open Molecules 2025 dataset: one molecule with the formula C8H17BO4 at a distorted geometry (ωB97M-V/def2-TZVPD).

```
! wB97M-V def2-TZVPD RIJCOSX def2/J DEFGRID3
* xyz 0 1
O 2.49456 -2.20142 1.03670
O -0.30641 -0.29165 0.78090
O -0.93582 2.41808 1.46594
O 2.65983 0.16800 0.44302
C -2.43241 0.92637 0.14497
C -0.37825 -2.31019 -0.34172
C 3.99197 -0.15724 -0.05371
C -1.53743 2.19309 0.20204
C -1.78502 -1.59845 -0.52762
C -1.69039 -0.41195 0.47571
C 0.46165 -0.99345 -0.21352
C -0.48280 2.19274 -0.96155
B 1.92430 -1.05135 0.44087
H -2.58816 -2.34452 -0.41377
H -3.25767 1.04988 0.87200
H 0.42719 -0.59211 -1.24905
H 4.43332 0.71868 -0.55941
H -2.23844 -0.78789 1.36390
H -0.39719 -2.87919 0.60458
H 3.89133 -0.98186 -0.78919
H 0.52934 2.39354 -0.57102
H -1.81892 -1.27825 -1.59141
H 4.60690 -0.44709 0.81310
H 2.42144 -2.06609 1.98565
H -0.51580 1.23131 -1.50776
H -2.92114 0.88206 -0.85194
H -0.20484 -2.92621 -1.24010
H -2.19312 3.06949 0.00401
H -0.75574 2.97320 -1.69916
H -1.40228 3.10245 1.93752
*
```

- Frontier orbital gap: 10.1 eV
- E_LUMO: 0.66 eV
- SMILES: COB(O)[C@H]1CC[C@H](C[C@H](C)O)O1
- F_max: 0.0430 hartree/bohr
- HOMO level: -9.4 eV

[9]
Entry from the Open Molecules 2025 dataset: C8H17Br6O4P as an isolated structure at a distorted geometry (ωB97M-V/def2-TZVPD).

```
! wB97M-V def2-TZVPD RIJCOSX def2/J DEFGRID3
* xyz 0 1
Br 7.29259 9.74260 4.52020
Br 9.69814 3.14183 5.45667
Br 12.78651 3.95234 5.30822
Br 6.14729 6.74581 4.90068
Br 9.02187 7.24800 3.39673
Br 10.75889 5.81517 6.95964
P 18.02782 7.35776 4.41769
O 16.69753 8.02770 4.99618
O 18.41411 7.99059 3.14133
O 19.00562 7.58260 5.58220
O 17.97106 5.83429 4.26680
C 14.28608 8.08266 4.35665
C 16.21718 4.95640 5.69829
C 17.70951 4.98521 5.39712
C 20.12948 8.46316 5.40928
C 21.22559 7.72680 4.71378
C 7.75990 7.90458 4.76560
C 15.67726 8.71846 4.22055
C 10.91287 4.57699 5.35922
H 13.47178 8.64621 3.86163
H 15.56525 9.78444 4.54265
H 8.23528 7.80329 5.71058
H 15.75667 5.90443 5.86004
H 13.93635 8.03271 5.38670
H 18.22311 5.38475 6.25653
H 20.89372 7.34881 3.74090
H 15.90165 8.75769 3.17664
H 10.71979 5.19431 4.50466
H 15.89108 4.27639 6.50476
H 19.72173 9.36253 4.96437
H 21.48562 6.89336 5.42492
H 15.74401 4.51091 4.83573
H 18.02372 3.97544 5.17017
H 22.13342 8.26394 4.39846
H 14.09743 7.09481 3.92490
H 20.27323 8.72752 6.46840
*
```

- Frontier orbital gap: 9.7 eV
- E_LUMO: -0.50 eV
- Relative energy (zero: lowest compared OMol25 entry of this formula, charge and spin): 84.6 kJ/mol
- F_max: 0.0836 hartree/bohr
- HOMO level: -10.2 eV

[10]
Entry from the Open Molecules 2025 dataset: a 2-piece molecular cluster, C8H17BrO4Si2 overall at a distorted geometry (ωB97M-V/def2-TZVPD).

```
! wB97M-V def2-TZVPD RIJCOSX def2/J DEFGRID3
* xyz -2 1
Br 2.82174 -0.41051 -3.42108
Si 2.47463 -0.93957 -1.24177
Si 0.30934 0.65082 -0.67529
O -0.72030 2.15481 2.31058
O 0.42208 5.47953 3.11314
O 2.04357 0.50126 -0.40743
O -2.35462 -1.86216 -2.15004
C 4.01654 -1.74069 -0.43619
C 0.20287 3.10756 2.61938
C 4.85841 -2.45605 0.09996
C -0.59042 -0.51782 0.52275
C -0.49948 4.52006 2.85078
C -2.09183 -0.84944 0.10701
C -1.24183 -2.33477 -2.91722
C -2.24938 -2.19949 -0.74522
H 0.99910 3.29587 1.86210
H -0.18864 2.00633 -0.46139
H -0.60728 0.01079 1.54378
H -0.91584 -1.49979 -3.62268
H 1.33736 -1.85852 -1.03711
H -0.01971 -1.48886 0.67543
H -1.48397 -3.26436 -3.53453
H -1.14402 4.67940 1.95395
H -2.69320 -0.95577 1.06890
H 5.39134 -3.34149 0.53593
H -3.23317 -2.69325 -0.43477
H -1.43011 -2.93957 -0.50595
H -2.60071 -0.01296 -0.47624
H 0.80871 2.93350 3.53666
H -1.26524 4.33607 3.64170
H -0.32416 -2.58601 -2.30236
H -0.03177 0.27505 -2.07281
*
```

- Frontier orbital gap: 1.6 eV
- E_LUMO: 3.81 eV
- Relative energy (zero: lowest compared OMol25 entry of this formula, charge and spin): 0.0 kJ/mol
- F_max: 0.0659 hartree/bohr
- HOMO level: 2.2 eV

[11]
Entry from the Open Molecules 2025 dataset: C8H17CeCl2NO4P as an isolated structure at a distorted geometry (ωB97M-V/def2-TZVPD).

```
! wB97M-V def2-TZVPD RIJCOSX def2/J DEFGRID3
* xyz 3 1
Ce 0.87682 0.08796 0.85821
Cl 2.45741 3.90336 -1.74615
Cl -0.05423 2.32401 0.01859
P -1.02682 -0.85728 -1.37325
O 1.31223 -3.42383 0.98967
O 3.75121 1.67651 -1.95082
O 1.17696 -0.36961 3.28967
O -0.91855 -0.48053 2.48989
N -2.18728 -0.76137 4.68958
C -0.49384 -0.00390 -2.87154
C -2.64547 -0.19745 -0.92113
C 1.07613 -2.34088 0.71149
C 3.58509 2.75064 -2.45867
C -0.70268 -0.62990 4.81635
C -1.17296 -2.61675 -1.70322
C -0.08217 -0.48402 3.45996
C 4.21775 3.31321 -3.69833
H -0.51986 0.24194 5.42867
H -2.57628 0.87763 -0.69642
H -2.62685 -0.86744 5.61546
H -0.38300 1.07525 -2.68484
H -3.03027 -0.72448 -0.03638
H -1.28219 -0.20549 -3.60464
H 0.47376 -0.40808 -3.20349
H -0.35196 -1.52418 5.30971
H 3.44684 3.54032 -4.44552
H -2.47335 -1.58508 4.14265
H -0.19004 -3.00572 -1.99917
H 4.77112 4.23116 -3.46378
H -2.63431 0.05849 4.25487
H -1.51783 -3.12400 -0.79249
H -1.90587 -2.67007 -2.51439
H 4.90857 2.57842 -4.11413
H -3.27810 -0.37884 -1.79642
*
```

- Frontier orbital gap (alpha / beta): 4.1 / 4.1 eV
- E_LUMO (alpha / beta): -13.71 / -13.71 eV
- F_max: 0.1096 hartree/bohr
- HOMO level (alpha / beta): -17.9 / -17.9 eV

[12]
Entry from the Open Molecules 2025 dataset: a 5-piece molecular cluster, C8H17Cl13NO3PSi overall at a distorted geometry (ωB97M-V/def2-TZVPD).

```
! wB97M-V def2-TZVPD RIJCOSX def2/J DEFGRID3
* xyz 0 1
Cl -4.14395 -0.08625 -4.65905
Cl -1.98581 0.85113 -2.94219
Cl -1.81633 -4.04029 8.05997
Cl -3.20739 -3.25726 4.20031
Cl -3.16613 -1.77406 -2.49596
Cl -3.91159 -2.16850 1.59214
Cl -4.10236 -0.49517 3.96856
Cl -1.98622 -1.71099 -6.70769
Cl 0.81128 -2.86525 7.61417
Cl 0.49713 -0.69479 -7.84089
Cl 0.45006 -3.29800 -6.53517
Cl 1.89251 2.30586 2.56664
Cl 0.13633 -5.42602 6.40143
P -0.35635 0.29638 0.80439
Si 0.99398 2.02239 0.59776
O -1.92232 0.91665 1.28397
O -0.39027 -0.76545 -0.57598
O 0.17058 -0.57584 2.05358
N -0.51773 3.77386 -1.17044
C 2.33430 1.77126 -0.78967
C -3.21222 -1.80865 3.17987
C -2.72433 -0.56354 -3.71214
C 3.65391 0.90437 -0.26351
C -0.48461 -3.84555 6.90747
C 0.08665 3.69725 0.21404
C -0.46964 -2.14359 -7.51554
C 4.69586 1.84136 0.61044
H -0.71110 -2.61803 -8.47013
H 5.78492 1.87924 0.18405
H -1.74829 1.31784 2.20584
H 4.22567 0.43793 -1.19523
H -1.26577 3.04865 -1.24307
H 0.24033 3.62883 -1.88450
H 2.68651 2.80443 -1.27231
H 1.90414 1.13865 -1.70611
H -0.86643 -3.32674 6.02446
H 3.22731 0.05484 0.45237
H -1.99161 -1.00827 -4.39038
H 4.21161 2.92801 0.64465
H 4.64315 1.44297 1.73445
H 0.93294 4.53507 0.27944
H -0.66429 3.87163 1.09507
H -2.17806 -1.48568 3.03547
H 0.24367 -1.51067 -0.34062
*
```

- Frontier orbital gap: 9.1 eV
- E_LUMO: -0.33 eV
- SMILES: CCC[Si@@](Cl)(CN)P(=O)(O)O.ClC(Cl)Cl.ClC(Cl)Cl.ClC(Cl)Cl.ClC(Cl)Cl
- F_max: 0.1381 hartree/bohr
- HOMO level: -9.5 eV